Entry 1:
Computed, not measured: a molecular structure, C19H19N3O2S3 at a distorted geometry, with ωB97M-V/def2-TZVPD.

For the frontier orbital gap, the calculation gives 7.7345 eV. As for the net charge: 0. As for the energy above the lowest of the compared OMol25 structures with the same formula, charge and spin: 65.0 kcal/mol. For the highest occupied orbital energy, the calculation gives -7.8 eV.

Last column: Mulliken charge in e.
Atoms and positions in Å:
1 C -1.700 -1.836 -3.485  -0.38
2 C -0.551 -2.305 -3.502  -0.19
3 C 0.565 -1.861 -2.748  -1.71
4 N 0.174 -0.803 -1.654  0.13
5 C -0.529 -1.150 -0.438  0.41
6 N -0.763 -0.428 0.415  0.15
7 C -0.521 0.933 0.283  0.63
8 C -0.232 1.457 -0.912  -0.68
9 C -0.218 2.905 -0.809  0.68
10 C -0.732 3.234 0.487  -1.10
11 S -1.246 1.853 1.210  -0.35
12 H -0.937 4.277 0.647  0.42
13 C 0.272 3.945 -1.533  0.14
14 C 0.024 5.081 -1.820  0.02
15 C 0.598 5.928 -2.714  -1.26
16 C 1.806 5.194 -3.338  -0.40
17 S 1.716 3.567 -2.646  0.00
18 H 2.449 5.489 -4.066  0.50
19 H 0.466 6.795 -2.953  0.73
20 H -0.686 5.549 -1.224  0.27
21 C 0.294 0.659 -1.975  0.50
22 O 1.071 0.984 -3.114  -0.72
23 S -0.441 -3.060 -0.470  -0.14
24 C -1.483 -3.120 0.944  -0.97
25 H -1.763 -4.190 1.237  0.41
26 H -2.689 -3.110 0.619  0.38
27 C -1.570 -2.008 2.310  0.46
28 O -2.624 -1.659 2.408  -0.46
29 N -0.281 -1.930 2.795  0.15
30 C 0.930 -2.633 2.545  -0.14
31 C 1.661 -2.395 3.636  -1.06
32 H 2.662 -2.288 3.495  0.46
33 C 1.230 -1.000 4.135  -0.46
34 C -0.300 -0.955 3.992  -0.75
35 H -0.741 -0.039 3.658  0.36
36 H -0.790 -1.600 4.642  0.40
37 H 1.276 -0.715 5.182  0.39
38 H 1.913 -0.230 3.509  0.19
39 H 1.523 -3.074 4.458  0.32
40 H 0.855 -3.685 2.133  0.35
41 H 1.460 -2.195 1.723  0.17
42 H 1.562 -1.087 -3.530  0.33
43 H 1.207 -2.431 -2.344  0.96
44 H -0.190 -2.821 -4.232  0.53
45 H -2.594 -2.125 -4.280  0.20
46 H -2.134 -1.117 -2.676  0.12

=====

Entry 2:
Computed, not measured: a single C19H19N3O3 molecule at a distorted geometry, with ωB97M-V/def2-TZVPD.

For the frontier orbital gap, the calculation gives 7.6198 eV. As for the net charge: 0. As for the energy above the lowest of the compared OMol25 structures with the same formula, charge and spin: 56.2 kcal/mol. The SMILES is Cc1ccc(C)c2c1NC(=O)/C2=N\NC(=O)[C@@H](C)c1ccc(O)cc1. For the highest occupied orbital energy, the calculation gives -8.3 eV.

Last column: Mulliken charge in e.
Atoms and positions in Å:
1 C -4.939 -0.516 -3.119  -1.45
2 C -4.590 -0.569 -1.659  0.89
3 C -5.578 -0.502 -0.689  -0.94
4 C -5.230 -0.574 0.685  -0.77
5 C -3.891 -0.639 1.129  0.89
6 C -3.608 -0.912 2.580  -1.54
7 C -2.863 -0.578 0.156  0.39
8 C -3.229 -0.661 -1.207  -0.36
9 N -2.104 -0.823 -2.029  -0.13
10 C -0.973 -0.734 -1.228  0.22
11 O 0.124 -0.735 -1.768  -0.67
12 C -1.386 -0.586 0.185  0.77
13 N -0.589 -0.366 1.225  -0.77
14 N 0.783 -0.271 1.076  0.37
15 C 1.661 -0.124 2.141  0.06
16 O 1.266 -0.198 3.308  -0.61
17 C 3.177 0.150 1.977  0.25
18 C 3.943 -1.164 2.160  -1.57
19 C 3.636 0.816 0.685  0.64
20 C 4.222 2.084 0.730  -0.77
21 C 4.657 2.680 -0.436  -0.47
22 C 4.517 2.044 -1.665  0.77
23 O 4.915 2.582 -2.846  -0.54
24 C 3.967 0.752 -1.692  -0.84
25 C 3.561 0.128 -0.538  -0.24
26 H -4.795 -1.509 -3.558  0.31
27 H -6.003 -0.239 -3.225  0.37
28 H -4.335 0.235 -3.652  0.34
29 H -6.616 -0.459 -0.972  0.38
30 H -6.066 -0.500 1.396  0.26
31 H -3.398 -1.995 2.773  0.28
32 H -2.776 -0.366 2.946  0.38
33 H -4.515 -0.632 3.201  0.34
34 H -2.085 -0.651 -3.029  0.29
35 H 1.187 -0.485 0.185  0.30
36 H 3.473 0.823 2.794  0.45
37 H 3.714 -1.857 1.374  0.37
38 H 5.022 -1.002 2.121  0.39
39 H 3.654 -1.655 3.121  0.38
40 H 4.433 2.591 1.683  0.30
41 H 5.129 3.684 -0.390  0.23
42 H 5.486 3.356 -2.692  0.29
43 H 3.861 0.271 -2.665  0.38
44 H 3.182 -0.893 -0.572  0.33

=====

Entry 3:
Computed, not measured: a single C19H19N3O3 molecule, with ωB97M-V/def2-TZVPD.

For the frontier orbital gap, the calculation gives 7.9412 eV. As for the net charge: 0. As for the energy above the lowest of the compared OMol25 structures with the same formula, charge and spin: 51.0 kcal/mol. The SMILES is CCOC(=O)c1cnc2c(OC)cccc2c1NCc1cccnc1. For the highest occupied orbital energy, the calculation gives -7.7 eV.

Last column: Mulliken charge in e.
Atoms and positions in Å:
1 C 2.970 4.265 -0.240  -1.20
2 C 1.464 4.422 -0.145  -0.28
3 O 0.881 3.119 -0.094  -0.38
4 C -0.472 3.073 0.020  0.35
5 O -1.130 4.084 0.094  -0.65
6 C -1.037 1.720 0.015  0.41
7 C -2.443 1.657 -0.110  -1.30
8 N -3.148 0.572 -0.075  -0.49
9 C -2.506 -0.621 -0.051  0.08
10 C -3.263 -1.823 -0.127  0.36
11 O -4.611 -1.925 -0.121  -0.49
12 C -5.445 -0.801 0.064  -0.73
13 C -2.598 -3.031 -0.253  -0.61
14 C -1.212 -3.087 -0.336  -0.85
15 C -0.459 -1.947 -0.205  -0.24
16 C -1.084 -0.705 -0.004  0.57
17 C -0.342 0.512 0.183  0.97
18 N 0.972 0.502 0.515  0.05
19 C 1.649 -0.477 1.329  -1.77
20 C 2.722 -1.244 0.592  0.62
21 C 3.307 -2.367 1.168  -0.70
22 C 4.303 -3.037 0.480  -0.36
23 C 4.680 -2.555 -0.765  -0.34
24 N 4.130 -1.493 -1.323  -0.63
25 C 3.179 -0.857 -0.664  0.11
26 H 3.432 5.245 -0.312  0.41
27 H 3.357 3.757 0.640  0.30
28 H 3.232 3.685 -1.121  0.30
29 H 1.062 4.952 -1.015  0.31
30 H 1.172 4.976 0.754  0.33
31 H -2.988 2.587 -0.199  0.50
32 H -5.357 -0.097 -0.765  0.26
33 H -6.456 -1.206 0.106  0.28
34 H -5.214 -0.279 0.994  0.30
35 H -3.192 -3.928 -0.328  0.44
36 H -0.728 -4.036 -0.505  0.42
37 H 0.609 -2.002 -0.329  0.53
38 H 1.407 1.414 0.491  0.35
39 H 2.127 0.045 2.171  0.47
40 H 0.919 -1.175 1.750  0.60
41 H 2.980 -2.708 2.141  0.42
42 H 4.773 -3.913 0.899  0.40
43 H 5.454 -3.041 -1.344  0.37
44 H 2.751 0.000 -1.168  0.51

=====

Entry 4:
Computed, not measured: a single C19H19N3O5 molecule at a distorted geometry, with ωB97M-V/def2-TZVPD.

For the frontier orbital gap, the calculation gives 8.9652 eV. As for the net charge: 0. As for the energy above the lowest of the compared OMol25 structures with the same formula, charge and spin: 67.9 kcal/mol. The SMILES is C#CCO[C@@H]1C[C@H](n2ccc(NC(=O)c3ccccc3)nc2=O)O[C@@H]1CO. For the highest occupied orbital energy, the calculation gives -9.0 eV.

Last column: Mulliken charge in e.
Atoms and positions in Å:
1 C -7.529 -1.876 0.084  0.04
2 C -6.705 -1.421 0.824  -0.33
3 C -5.675 -0.826 1.661  -0.47
4 O -5.072 0.321 1.085  -0.32
5 C -4.392 0.078 -0.113  0.04
6 C -3.082 -0.711 0.013  -1.02
7 C -2.310 -0.232 -1.221  -0.53
8 N -0.871 -0.171 -0.982  0.26
9 C -0.159 0.953 -1.155  -0.20
10 C 1.182 0.985 -0.924  -0.76
11 C 1.770 -0.236 -0.517  0.58
12 N 3.107 -0.372 -0.227  -0.08
13 C 4.097 0.587 -0.218  0.60
14 O 3.894 1.760 -0.439  -0.62
15 C 5.446 0.055 0.113  0.42
16 C 5.856 -1.235 -0.216  -0.35
17 C 7.135 -1.655 0.100  -0.70
18 C 8.012 -0.800 0.749  -0.36
19 C 7.614 0.489 1.067  -0.54
20 C 6.342 0.917 0.742  -0.43
21 N 1.091 -1.350 -0.408  -0.62
22 C -0.231 -1.411 -0.652  0.25
23 O -0.896 -2.418 -0.608  -0.63
24 O -2.814 1.032 -1.574  -0.52
25 C -3.899 1.401 -0.728  -0.05
26 C -3.473 2.441 0.328  -0.77
27 O -2.375 2.053 1.107  -0.55
28 H -8.268 -2.296 -0.532  0.41
29 H -6.123 -0.468 2.594  0.34
30 H -4.918 -1.589 1.897  0.30
31 H -5.059 -0.427 -0.831  0.31
32 H -2.567 -0.405 0.926  0.43
33 H -3.207 -1.789 0.006  0.66
34 H -2.457 -0.927 -2.063  0.38
35 H -0.709 1.817 -1.503  0.58
36 H 1.768 1.877 -1.049  0.54
37 H 3.347 -1.319 0.041  0.31
38 H 5.197 -1.906 -0.749  0.39
39 H 7.451 -2.653 -0.163  0.39
40 H 9.007 -1.137 0.999  0.38
41 H 8.299 1.160 1.564  0.38
42 H 6.016 1.921 0.972  0.41
43 H -4.663 1.861 -1.363  0.35
44 H -3.265 3.389 -0.188  0.34
45 H -4.305 2.581 1.020  0.44
46 H -1.609 1.951 0.529  0.33

=====

The calculation returns the following LUMO values, one per record and in order: -0.10, -0.70, 0.22, -0.02 eV.